[1]
The following is a DFT calculation (the ωB97M-V functional and the def2-TZVPD basis) of a structure of composition C47H56BN7O4PtS2Te in a non-equilibrium geometry.

```
119
Properties=species:S:1:pos:R:3:mulliken_charge:R:1
C -1.04023 -3.56322 2.37832 0.852
C 2.93797 -2.10092 -1.28828 -0.782
C 5.12137 1.98628 2.80892 -0.896
C -1.16633 -1.54022 -0.54328 -1.105
C 2.42907 1.43558 0.21882 0.215
H -4.56643 2.21978 -3.27068 0.537
N -1.28283 -0.22412 -0.64148 -0.271
C -3.45213 -2.50812 -4.63118 -0.580
H -3.96573 3.90918 0.26512 0.482
C -2.08363 -2.21042 -4.69298 0.208
H -2.48553 0.28098 3.77152 0.565
H -2.76113 1.49858 8.84232 0.367
C -1.26843 -2.89272 -5.60278 -0.729
H -2.52493 -4.98572 -8.54118 0.310
C 2.93377 1.17358 -4.38328 -1.249
H 2.41667 2.00548 -4.85898 0.546
H -4.07233 -1.96952 -3.93208 0.442
O 0.48507 0.36088 -4.42038 -0.727
C -3.50033 2.26378 -3.35118 -0.352
H -1.23953 -5.37942 1.27882 0.374
C -0.74663 0.91898 7.03852 -0.957
H 2.62807 -0.83212 2.34352 -0.054
C -3.29843 -1.03592 -0.50108 -1.139
C 0.84007 -2.03332 2.45712 0.701
H 1.00867 -4.14012 2.19672 0.531
H 2.36967 -1.27062 -0.87198 -0.272
H -0.46563 2.70818 -4.40988 0.446
H -2.67983 -3.14882 -0.37128 0.646
H 5.03237 1.52858 -4.21868 0.548
C -2.69383 2.68758 -4.38798 -1.203
C -0.72323 3.87218 0.43182 -0.699
H 4.27657 1.04868 -2.70008 -0.668
C -1.28133 3.54468 3.71812 -1.244
H 2.78047 -2.47302 1.68312 0.489
O -3.23093 -5.59462 -8.29078 -0.461
C 4.04377 3.11338 -3.15998 -1.374
H 5.25257 2.45788 3.76972 0.444
H 0.30107 4.16058 0.57462 0.515
H 6.85337 0.24548 0.49102 0.459
H 1.24127 -1.99362 -3.29628 0.258
S 1.57877 0.33258 -3.42658 0.644
H -2.95963 -2.65462 2.59652 0.377
C -1.88573 4.61858 0.61532 -1.366
C 0.32397 -3.31482 2.32492 -1.140
H -1.97203 5.63308 0.94362 0.538
H 3.77747 -2.72842 -3.16328 0.502
H -0.59203 0.26848 7.88752 0.519
C -2.16083 2.34468 8.51232 -1.646
C -1.89503 -2.48412 2.55032 -0.748
C 3.89797 2.05818 2.16772 -0.036
Te 0.72377 1.00578 2.78322 -0.044
C 2.13097 -1.43082 -3.57888 -0.918
H 7.12337 1.23588 2.73362 0.413
C -2.38273 -0.04582 2.73672 -1.732
N -2.37133 2.57318 -0.07038 0.391
C -1.39443 2.50548 -3.91868 -0.326
H 3.24697 3.22838 -2.43078 0.089
N 1.36727 0.90858 0.75942 0.459
H -1.38533 2.51398 9.25792 0.366
H -2.03183 3.14338 3.03532 0.190
H -2.64233 -4.98502 2.28542 0.382
H -4.36783 -1.00542 -0.45138 0.575
S -1.43223 -1.07722 -3.57858 0.528
C -1.69923 2.89718 6.09892 -1.024
H 2.33347 -3.00262 -1.22388 0.589
B -3.09973 1.49778 -0.90288 -0.319
C 3.73287 1.46298 0.92462 0.027
H 4.68047 0.38858 -0.65878 0.251
H 3.20307 0.45028 -5.15048 0.482
N -1.43473 2.00708 -2.69248 -0.488
C 4.81007 0.82978 0.31542 -0.106
C -1.41983 -1.18402 2.63812 0.520
C -2.90673 3.75278 0.27982 -0.562
H -2.30253 3.78838 6.18962 0.406
H 0.17867 -1.43782 5.29142 0.280
H -3.36533 -0.34132 2.37942 0.477
C -1.09033 2.62088 4.87972 1.173
H 1.60047 -0.40472 5.09062 0.190
H -0.34403 3.65708 3.16862 0.030
C -3.77883 -5.30882 -7.10018 0.618
H 3.08327 2.60878 2.62382 0.633
C -3.97173 -3.50952 -5.41618 -0.860
C -0.04393 -0.96252 2.59952 1.301
C 2.32947 -1.87472 2.47232 -1.630
N -2.71503 1.85528 -2.34788 0.619
H 3.85197 3.76738 -4.00698 0.452
C 4.14337 1.65568 -3.59508 0.766
C -0.34583 1.45748 4.75972 -0.615
C -0.13173 0.60618 5.83412 1.508
H -0.22103 -2.64042 -5.66438 0.431
C -3.16003 -4.19432 -6.32278 0.732
C -2.43323 -2.11072 -0.45028 -0.981
C 0.73587 -0.60812 5.72672 -1.577
H -0.20393 -2.00982 -0.51428 0.399
H 4.97887 3.41818 -2.69498 0.359
C -1.55713 -4.95882 2.23242 -1.957
H 2.30447 -1.57202 -4.64348 0.603
O -4.71583 -5.93042 -6.68468 -0.535
H -2.98603 3.08138 -5.33898 0.472
O 2.37667 1.77928 -1.00198 -0.641
H 4.09067 -1.05062 -2.77538 0.252
C -1.53693 2.05048 7.18592 0.670
H -1.61703 4.52328 4.05192 0.506
H -5.01323 -3.78272 -5.34668 0.433
C 6.02607 0.74828 0.96442 -0.978
H -1.15433 -5.59802 3.01672 0.460
H -2.02373 0.78918 2.13302 -0.245
C 6.18057 1.31668 2.21702 -0.610
H -4.26623 1.55408 -0.73408 -0.132
H 3.82787 -2.24652 -0.68308 0.587
N -2.57523 0.08708 -0.61808 0.976
C -1.80793 -3.86102 -6.42088 -0.968
H -2.79333 3.22508 8.46512 0.372
H 1.08767 -0.91472 6.70852 0.528
N -1.04073 2.64628 0.03222 0.318
C 3.32717 -1.82812 -2.73598 -0.982
H -1.15413 -4.38952 -7.10088 0.295
H 2.72647 -2.23432 3.42222 0.411
Pt 0.18027 1.26578 -1.34988 3.894
```

M: 1180.63 g mol⁻¹
Energy relative to the best compared isomer or geometry (same formula, charge and spin): 604.2 kJ/mol
Total charge: +1
2S+1: 2
Frontier orbital gap (alpha / beta): 4.50 / 3.50 eV
⟨S²⟩: 1.0386



[2]
The following is a DFT calculation (the ωB97M-V functional and the def2-TZVPD basis) of a structure of composition C47H57I2KN8O3S.

```
119
Properties=species:S:1:pos:R:3:mulliken_charge:R:1
C 3.82346 0.18412 1.93155 1.568
H 3.33155 -4.32102 -2.47104 0.301
C -2.66163 5.56843 -0.18089 -0.558
C 0.36379 -4.37534 2.73426 -0.392
H 2.51767 4.30529 -3.69478 0.372
H 1.13402 -4.91423 -1.14847 0.243
H -1.25119 4.11537 3.58438 0.236
C -1.54122 3.54026 1.08951 0.343
H 2.32423 -3.45431 -3.64353 0.438
H 4.78326 -2.18605 2.91942 0.222
C 4.03369 -3.60696 1.51390 -1.499
H 0.84074 0.32723 5.76339 0.271
H 3.94608 1.30350 3.77510 0.313
H 2.51443 4.26924 6.06210 0.369
C 1.72985 -3.00510 4.28921 0.425
H -0.21822 -5.42691 4.55132 0.297
N 2.20772 -0.33284 -0.39094 2.220
H -0.82539 -6.14971 3.05435 0.460
H -2.24143 4.39547 -1.95874 0.455
H -2.88927 1.11575 -7.38665 0.339
H 3.65804 -2.61387 -2.82700 0.413
H 0.19884 -4.00166 -2.33327 0.447
C 2.83393 0.28352 -1.37745 -0.824
C 0.82953 1.47396 3.97093 0.906
C -3.22910 0.16867 -4.76097 0.994
H -2.00270 5.63449 3.54923 0.283
I -3.38332 -3.24639 -2.70313 0.241
H 2.06614 -2.86168 6.42379 0.410
H 1.49872 -1.96161 -1.85995 -0.433
H 4.48533 -4.45540 2.01634 0.364
C 2.04043 3.49025 5.47694 -0.556
C 1.22622 -2.93223 5.72766 -1.381
C -5.56032 -0.13192 -3.30959 -0.613
C 0.76864 -3.91480 -1.40346 -1.270
H -3.63018 0.01645 0.75186 0.455
H -4.20541 2.65883 -1.26867 0.163
C -0.61628 -5.20306 3.55925 -1.389
C -1.97182 0.25677 -5.60781 1.063
N 0.71645 1.26528 -2.18772 0.108
C -5.57917 -0.39998 -4.66547 -1.626
H -1.55143 -4.65165 3.66593 0.260
H 2.09466 4.60733 3.64146 0.420
H -1.15630 1.44631 -7.23090 0.424
H -6.48728 -0.73433 -5.15349 0.336
C 2.86692 -1.40820 0.22215 -0.823
C -3.36896 0.16579 -0.29752 -0.190
H 5.13609 1.88361 1.59357 0.407
H 5.95256 0.31024 1.56917 0.335
C 1.68226 2.28782 6.07443 -0.674
C 1.92334 -2.92549 -1.57481 1.343
C 3.27944 -3.78827 0.36403 -0.403
H 0.08884 -3.58896 -0.61191 0.122
H -5.40820 -0.10534 -0.84176 0.588
O -0.53878 0.80473 2.18171 -0.830
H 1.87487 2.13124 7.12932 0.395
C 3.93849 0.25852 3.45250 -1.474
H -1.12065 2.69852 1.62798 0.448
C 2.01109 3.44541 -3.26954 -0.835
K -0.35066 0.12991 -0.13396 0.691
C -4.40931 0.28881 -2.64501 1.255
H 2.93943 0.75414 1.63171 -0.465
C -1.47347 1.98421 -3.13639 0.294
N 0.65472 -3.07645 3.30744 0.733
H 2.35248 -3.89061 4.14920 0.400
H -3.13404 6.39413 -0.70174 0.393
H 3.80947 2.49018 -2.52232 0.518
C 4.19837 -2.32390 2.01697 -0.648
C -0.03917 -1.95738 2.94916 0.024
H -5.11720 2.17891 0.17393 0.438
H -2.31407 2.30183 -6.19183 0.352
C -4.98483 1.99191 -0.89612 -1.473
C 2.03973 1.38733 -2.06840 -0.140
C -3.21113 0.47525 -3.37250 -1.155
H -2.90431 -0.74726 -0.67752 0.095
H -0.68854 -1.03218 -6.79359 0.445
C 2.73301 2.46344 -2.61481 -0.689
H 4.96349 0.80047 0.18629 0.330
C 2.69667 -2.70822 -0.28877 0.933
C 3.62186 -1.22172 1.39641 1.335
S -1.40485 -2.10152 1.93851 -0.260
H -2.40854 -1.42398 -6.93147 0.279
H -1.51909 -1.86318 -5.46906 0.285
H 0.63448 -3.81149 5.98889 0.352
H 0.60039 -2.04722 5.84420 0.157
H 2.34538 -2.13911 4.07474 -0.677
O 3.98484 0.07001 -1.82416 -0.832
N -1.59479 3.46418 -0.22461 0.310
N 0.45659 -0.83366 3.52585 0.215
H 0.02476 4.02440 -3.93011 0.488
H 1.00171 2.81589 2.31908 0.756
O -2.04379 2.91942 -3.75618 -0.880
C 0.63679 3.30750 -3.40245 -0.902
N -1.99272 0.82756 -2.77498 0.551
H 3.09347 -0.23334 3.93338 0.037
H -6.46850 -0.26593 -2.72748 0.384
N -1.95989 4.70276 3.16908 -0.484
C 0.15804 0.40559 3.12562 -0.944
C -4.39782 -0.25244 -5.37647 0.049
H -4.38509 -0.47619 -6.43893 0.265
H 4.86471 -0.20151 3.81060 0.501
C 1.79937 3.68231 4.12170 -1.169
H -2.64760 0.97663 -0.36837 -1.025
C -1.62852 -1.09612 -6.23855 -1.541
C 5.04127 0.84103 1.27324 -1.728
C -2.09224 1.34913 -6.67250 -1.656
C 0.01805 2.18885 -2.85442 0.438
H -0.05135 -4.21648 1.74159 -0.031
C -4.57634 0.53742 -1.15041 0.180
C 1.09358 1.28178 5.32073 0.267
C -2.17844 4.48127 -0.87848 -0.446
I -5.91981 -4.04506 -2.87225 -0.263
N -2.58051 5.67896 1.15051 -0.732
C 1.18671 2.68213 3.37737 -0.529
C -2.02663 4.65940 1.78417 -0.188
H -1.14390 0.52090 -4.95375 -0.247
H 1.31607 -4.90078 2.62105 0.376
C 2.86808 -3.35546 -2.69934 -1.786
H -5.91489 2.23676 -1.41455 0.426
H 3.14539 -4.78829 -0.03724 0.309
```

M: 1107.00 g mol⁻¹
Energy relative to the best compared isomer or geometry (same formula, charge and spin): 0.0 kJ/mol
Total charge: -2
Frontier orbital gap: 4.99 eV



Electronic energy readings, ordered: -101145.0821 -111096.5781 eV